# C32H27CrF5NO4P

C32H27CrF5NO4P as an isolated structure (ωB97M-V with the def2-TZVPD basis set, OMol25).

Values from the calculation:
LUMO energy (spin up / spin down) ... 1.97 / 1.92 eV
Highest occupied orbital energy (spin up / spin down) ... -5.65 / -5.30 eV
Energy ... -3476.59078 a.u.
Energy relative to the best compared isomer or geometry (same formula, charge and spin) ... 18.0 kJ/mol

ORCA input file:
```
! RIJCOSX wB97M-V def2-TZVPD def2/J DEFGRID3
* xyz -1 2
Cr 1.350 -1.890 0.464
O 4.754 -3.252 2.035
C 3.868 -2.605 1.517
O 2.640 -2.980 1.335
C 4.156 -1.208 1.001
C 5.451 -0.653 1.072
C 5.638 0.616 0.619
C 4.534 1.351 0.124
C 4.641 2.686 -0.331
C 3.536 3.358 -0.768
C 2.271 2.728 -0.761
C 2.140 1.438 -0.336
C 3.273 0.717 0.101
N 3.126 -0.571 0.518
H 6.242 -1.263 1.484
H 6.616 1.083 0.643
H 5.613 3.166 -0.317
H 3.622 4.381 -1.111
H 1.395 3.276 -1.088
H 1.181 0.944 -0.284
O 1.491 -1.928 -3.604
C 1.048 -1.435 -2.587
O 1.435 -1.748 -1.387
C -0.001 -0.331 -2.653
P -1.302 -0.486 -1.351
C -2.584 -1.447 -2.232
C -3.888 -1.405 -1.735
C -4.894 -2.159 -2.318
C -4.606 -2.987 -3.397
C -3.308 -3.058 -3.878
C -2.301 -2.293 -3.300
C -1.972 1.227 -1.471
C -2.772 1.708 -2.508
C -3.168 3.038 -2.532
C -2.769 3.906 -1.523
C -1.977 3.438 -0.485
C -1.587 2.105 -0.457
H -0.402 -0.256 -3.663
H 0.515 0.608 -2.437
H -4.114 -0.775 -0.881
H -5.901 -2.110 -1.923
H -5.388 -3.585 -3.848
H -3.070 -3.715 -4.705
H -1.287 -2.382 -3.675
H -3.086 1.035 -3.297
H -3.789 3.400 -3.343
H -3.083 4.943 -1.543
H -1.672 4.107 0.312
H -0.981 1.722 0.359
F -0.660 -3.582 -0.816
C -0.224 -3.296 0.478
F -1.366 -2.876 1.142
C 0.063 -4.675 1.078
F 0.396 -4.575 2.372
F -1.003 -5.507 1.018
F 1.060 -5.286 0.425
C 0.046 2.580 3.275
C -0.512 1.165 3.482
C -0.155 0.685 4.896
C -2.037 1.182 3.320
C 0.084 0.238 2.505
C 0.564 -0.563 1.725
H -0.381 3.268 4.011
H -0.193 2.952 2.277
H 1.133 2.581 3.382
H -0.591 1.355 5.643
H 0.927 0.665 5.032
H -0.536 -0.323 5.063
H -2.489 1.856 4.055
H -2.443 0.180 3.463
H -2.319 1.518 2.320
*
```



# C26H33FN4O4

One molecule with the formula C26H33FN4O4 (ωB97M-V with the def2-TZVPD basis set, OMol25).

Values from the calculation:
LUMO energy ... 0.49 eV
Highest occupied orbital energy ... -8.79 eV
Energy ... -1630.47610 a.u.
SMILES ... COCCNC(=O)[C@H](c1ccc(F)cc1)N(C(=O)CCC(=O)Nc1ccccn1)C1CCCCC1
Energy relative to the best compared isomer or geometry (same formula, charge and spin) ... 43.4 kJ/mol

ORCA input file:
```
! RIJCOSX wB97M-V def2-TZVPD def2/J DEFGRID3
* xyz 0 1
C -1.919 -4.067 -3.515
H -1.947 -3.510 -4.459
O -0.738 -3.790 -2.799
C -0.498 -2.422 -2.584
C -1.473 -1.775 -1.587
N -0.951 -0.521 -1.107
C -1.646 0.618 -1.150
O -2.750 0.739 -1.650
C -0.942 1.830 -0.502
N -0.641 1.617 0.918
C 0.471 0.930 1.242
O 1.184 0.410 0.389
C 0.882 0.791 2.703
H 0.668 1.685 3.289
H 1.965 0.650 2.683
C 0.218 -0.450 3.325
C 0.239 -1.593 2.315
O -0.754 -1.930 1.709
N 1.466 -2.155 2.174
C 1.893 -3.112 1.256
N 3.203 -3.332 1.311
C 3.726 -4.208 0.472
C 2.981 -4.901 -0.468
C 1.612 -4.675 -0.513
C 1.047 -3.774 0.371
H -0.010 -3.581 0.379
H 0.987 -5.180 -1.233
H 3.456 -5.596 -1.143
H 4.795 -4.350 0.562
H 2.241 -1.771 2.700
H 0.741 -0.736 4.239
H -0.827 -0.252 3.565
C -1.665 2.019 1.875
C -1.933 3.527 1.872
C -2.926 3.865 2.982
C -4.228 3.092 2.785
C -3.962 1.589 2.758
C -2.968 1.242 1.654
H -3.401 1.494 0.686
H -2.753 0.171 1.655
H -4.895 1.050 2.590
H -3.565 1.274 3.727
H -4.687 3.393 1.841
H -4.925 3.333 3.589
H -3.126 4.938 2.980
H -2.494 3.609 3.952
H -2.356 3.847 0.919
H -0.997 4.070 2.026
H -1.303 1.765 2.871
C 0.278 2.290 -1.269
C 1.101 3.264 -0.714
C 2.203 3.740 -1.397
C 2.469 3.238 -2.657
C 1.657 2.288 -3.245
C 0.561 1.818 -2.544
H -0.079 1.081 -3.002
H 1.887 1.923 -4.234
F 3.543 3.699 -3.334
H 2.851 4.488 -0.968
H 0.882 3.651 0.271
H -1.675 2.642 -0.548
H -0.028 -0.511 -0.685
H -1.623 -2.453 -0.741
H -2.439 -1.562 -2.051
H 0.515 -2.370 -2.174
H -0.521 -1.874 -3.539
H -1.905 -5.134 -3.727
H -2.815 -3.826 -2.935
*
```



> Among the records above, which one has the highest energy?

C26H33FN4O4



> Number 2 is which compound?

C26H33FN4O4



Please write out number 1 again, unchanged.
# C32H27CrF5NO4P

C32H27CrF5NO4P as an isolated structure (ωB97M-V with the def2-TZVPD basis set, OMol25).

Values from the calculation:
LUMO energy (spin up / spin down) ... 1.97 / 1.92 eV
Highest occupied orbital energy (spin up / spin down) ... -5.65 / -5.30 eV
Energy ... -3476.59078 a.u.
Energy relative to the best compared isomer or geometry (same formula, charge and spin) ... 18.0 kJ/mol

ORCA input file:
```
! RIJCOSX wB97M-V def2-TZVPD def2/J DEFGRID3
* xyz -1 2
Cr 1.350 -1.890 0.464
O 4.754 -3.252 2.035
C 3.868 -2.605 1.517
O 2.640 -2.980 1.335
C 4.156 -1.208 1.001
C 5.451 -0.653 1.072
C 5.638 0.616 0.619
C 4.534 1.351 0.124
C 4.641 2.686 -0.331
C 3.536 3.358 -0.768
C 2.271 2.728 -0.761
C 2.140 1.438 -0.336
C 3.273 0.717 0.101
N 3.126 -0.571 0.518
H 6.242 -1.263 1.484
H 6.616 1.083 0.643
H 5.613 3.166 -0.317
H 3.622 4.381 -1.111
H 1.395 3.276 -1.088
H 1.181 0.944 -0.284
O 1.491 -1.928 -3.604
C 1.048 -1.435 -2.587
O 1.435 -1.748 -1.387
C -0.001 -0.331 -2.653
P -1.302 -0.486 -1.351
C -2.584 -1.447 -2.232
C -3.888 -1.405 -1.735
C -4.894 -2.159 -2.318
C -4.606 -2.987 -3.397
C -3.308 -3.058 -3.878
C -2.301 -2.293 -3.300
C -1.972 1.227 -1.471
C -2.772 1.708 -2.508
C -3.168 3.038 -2.532
C -2.769 3.906 -1.523
C -1.977 3.438 -0.485
C -1.587 2.105 -0.457
H -0.402 -0.256 -3.663
H 0.515 0.608 -2.437
H -4.114 -0.775 -0.881
H -5.901 -2.110 -1.923
H -5.388 -3.585 -3.848
H -3.070 -3.715 -4.705
H -1.287 -2.382 -3.675
H -3.086 1.035 -3.297
H -3.789 3.400 -3.343
H -3.083 4.943 -1.543
H -1.672 4.107 0.312
H -0.981 1.722 0.359
F -0.660 -3.582 -0.816
C -0.224 -3.296 0.478
F -1.366 -2.876 1.142
C 0.063 -4.675 1.078
F 0.396 -4.575 2.372
F -1.003 -5.507 1.018
F 1.060 -5.286 0.425
C 0.046 2.580 3.275
C -0.512 1.165 3.482
C -0.155 0.685 4.896
C -2.037 1.182 3.320
C 0.084 0.238 2.505
C 0.564 -0.563 1.725
H -0.381 3.268 4.011
H -0.193 2.952 2.277
H 1.133 2.581 3.382
H -0.591 1.355 5.643
H 0.927 0.665 5.032
H -0.536 -0.323 5.063
H -2.489 1.856 4.055
H -2.443 0.180 3.463
H -2.319 1.518 2.320
*
```



> The lowest energy relative to the best compared isomer or geometry (same formula, charge and spin) belongs to which entry?

C32H27CrF5NO4P